11
Properties=species:S:1:pos:R:3:forces:R:3:mulliken_charge:R:1 method="wB97M-V/def2-TZVPD" molar_mass_g_mol=125.2 homo_lumo_gap_ha=0.2396 charge=-1 de_lowest_kj_mol=135.6 fmax_ev_per_a=4.063
C 0.8928 0.1339 0.3735 -1.0478 -1.8273 -0.0984 -0.703
S 2.2142 0.9059 1.3432 0.2697 0.2272 -0.2396 -0.080
S 2.0339 2.8464 0.5759 0.0310 -0.1389 0.3992 -0.236
H 1.1071 -1.0020 0.0739 -0.4234 2.5743 0.8642 0.288
H 0.7736 0.7107 -0.5717 -0.1641 -0.5764 0.8044 0.296
H -0.0265 0.1812 1.0575 1.1205 -0.2762 -1.5941 0.288
H 3.3392 3.0463 0.3748 0.1126 -0.0218 -0.1757 0.131
O -1.2889 -1.5110 -1.0874 -3.6035 -1.4620 1.1761 -0.621
C -2.5583 -1.7480 -0.7992 0.6633 0.4580 -0.1105 0.033
O -3.2381 -2.7046 -0.2842 2.4121 1.4419 -1.0358 -0.628
H -3.2490 -0.8589 -1.0563 0.6297 -0.3987 0.0101 0.230